A 4-piece molecular cluster, C12H34N2O4 overall, computed with ωB97M-V with the def2-TZVPD basis set.

Each line ends with the natural charge from an NBO analysis.
CARTESIAN COORDINATES (ANGSTROEM)
C 0.419 -1.430 -1.471  -0.2500
O 0.754 -0.796 -0.246  -0.5594
C 2.135 -0.911 0.055  -0.0765
C 2.400 -0.110 1.336  -0.0622
C 1.833 -0.797 2.590  -0.6117
N 1.972 1.286 1.272  -0.8184
H 0.401 -2.511 -1.319  0.1670
H 1.067 -1.119 -2.294  0.1729
H -0.575 -1.074 -1.748  0.1974
H 2.342 -1.977 0.243  0.1640
H 2.798 -0.558 -0.745  0.1678
H 3.483 -0.149 1.518  0.1784
H 2.383 -1.732 2.682  0.2042
H 0.762 -0.997 2.512  0.2014
H 1.967 -0.137 3.445  0.2205
H 2.128 1.601 0.316  0.3506
H 0.965 1.324 1.410  0.3582
C -1.056 1.992 -0.834  -0.2521
O -1.312 2.074 -2.210  -0.5410
C -0.913 3.332 -2.712  -0.0611
C -1.225 3.408 -4.193  -0.0671
C -0.344 2.460 -5.014  -0.6108
N -1.046 4.761 -4.698  -0.8371
H -1.462 2.777 -0.193  0.1797
H 0.022 1.940 -0.637  0.1554
H -1.437 1.043 -0.457  0.1928
H -1.348 4.166 -2.155  0.1695
H 0.182 3.394 -2.622  0.1631
H -2.232 3.015 -4.414  0.1645
H -0.450 1.437 -4.652  0.2216
H 0.703 2.776 -4.961  0.2041
H -0.613 2.477 -6.071  0.2013
H -1.096 4.774 -5.709  0.3576
H -1.777 5.397 -4.391  0.3565
C -1.369 0.390 4.092  -0.6419
C -1.987 0.448 2.713  -0.0738
O -2.223 1.758 2.204  -0.7223
H -0.341 0.767 4.029  0.2115
H -1.187 -0.655 4.359  0.2135
H -1.861 0.934 4.894  0.2125
H -2.897 -0.167 2.672  0.1571
H -1.344 -0.071 1.995  0.1752
H -3.118 1.980 2.480  0.4679
C 0.691 -4.458 2.413  -0.6412
C 0.807 -5.679 1.527  -0.0640
O -0.399 -6.430 1.533  -0.7175
H 1.573 -3.823 2.512  0.2134
H 0.307 -4.634 3.417  0.2185
H -0.050 -3.786 1.951  0.1941
H 1.565 -6.350 1.939  0.1755
H 1.109 -5.448 0.501  0.1593
H -1.105 -5.913 1.133  0.4610

The value obtained for the maximum force is 1.5 eV/Å. Its structure (SMILES) is COC[C@H](C)N.COC[C@H](C)N.CCO.CCO. The calculation puts the total energy at -887.9989 Eh.